A:
C4H2Cl2OS | ωB97M-V/def2-TZVPD

## Properties
HOMO-LUMO gap in eV: 9.15
Molecular weight in g mol⁻¹: 169.032
SMILES string: Sc1occ(Cl)c1Cl
LUMO level in eV: 0.55
Net charge: 0

```
10
Properties=species:S:1:pos:R:3:nbo_charge:R:1
C -0.98 -0.46 0.03 0.131
C 0.78 -1.56 -0.26 0.068
C 1.16 -0.29 -0.11 -0.105
C -0.06 0.48 0.01 -0.236
H -2.91 -1.60 0.63 0.166
H 1.37 -2.52 -0.14 0.219
O -0.58 -1.76 -0.06 -0.405
S -2.72 -0.30 0.06 0.029
Cl 2.91 -0.10 0.12 0.023
Cl -0.30 2.09 -0.06 0.110
```

=====

B:
C4H2Cl2OS | ωB97M-V/def2-TZVPD

## Properties
HOMO-LUMO gap in eV: 7.83
Molecular weight in g mol⁻¹: 169.032
SMILES string: O=CC(C=S)=C(Cl)Cl
LUMO level in eV: -1.25
Net charge: 0

```
10
Properties=species:S:1:pos:R:3:nbo_charge:R:1
C -0.97 -0.34 0.86 0.008
C -0.05 0.07 -0.09 -0.267
C 0.25 -0.86 -1.37 0.432
C 0.58 1.33 0.20 -0.341
H 1.20 -0.53 -1.80 0.164
H 0.75 1.73 1.13 0.223
O -0.38 -1.87 -1.34 -0.479
S 1.41 1.96 -0.93 0.109
Cl -0.87 0.33 2.44 0.060
Cl -1.92 -1.83 0.89 0.091
```

=====

Pick the least stable structure from those above. Pick: B